Version a
The following is a quantum chemistry calculation of CH2O3S2 as an isolated structure, from the Open Molecules 2025 dataset.

Results
**LUMO**: -0.82 eV
**HOMO**: -9.543 eV
**Net charge**: 0

Atoms and positions in Å:
C  -0.615  -0.422  0.145
O  2.226  0.606  -0.946
O  0.122  -0.975  -0.993
O  0.422  -0.135  0.996
S  -1.359  1.164  -0.279
S  1.698  -0.548  -0.364
H  -1.386  -1.185  0.482
H  -1.109  1.495  0.959

***

Version b
The following is a quantum chemistry calculation of one molecule with the formula CH2O3S2, from the Open Molecules 2025 dataset.

Results
**LUMO (spin up / spin down)**: -2.43 / -3.87 eV
**HOMO (spin up / spin down)**: -9.760 / -10.165 eV
**Net charge**: 0

Atoms and positions in Å:
C  1.078  0.050  0.015
O  -1.694  1.392  0.245
O  -2.778  -0.615  -0.746
O  -0.113  -0.704  0.102
S  2.544  -1.163  0.115
S  -1.870  -0.047  0.274
H  1.482  0.482  -0.890
H  1.351  0.605  0.884

***

Version c
The following is a quantum chemistry calculation of one molecule with the formula CH2O3S2, from the Open Molecules 2025 dataset.

Results
**LUMO**: 0.19 eV
**HOMO**: -9.089 eV
**Net charge**: 0

Atoms and positions in Å:
C  0.446  -0.555  -1.251
O  0.438  0.153  1.438
O  -1.712  1.246  1.082
O  -0.660  -0.121  -0.757
S  1.939  0.063  -1.203
S  -0.411  1.147  0.495
H  0.275  -1.665  -1.719
H  -0.314  -0.268  1.916

***

version c takes first place; second place is 0.680 eV up.

***

Version a
The following is a quantum chemistry calculation of C27H41IrO3Se2 as an isolated structure, from the Open Molecules 2025 dataset.

Results
**LUMO (spin up / spin down)**: -9.99 / -11.39 eV
**HOMO (spin up / spin down)**: -17.145 / -17.278 eV
**⟨S²⟩**: 0.7557
**2S+1**: 2
**Net charge**: +3

Atoms and positions in Å:
Ir  -1.305  0.165  -0.095
C  -5.568  0.372  0.340
C  -4.353  0.457  -0.511
C  -3.269  1.321  -0.078
C  -2.357  1.801  -1.056
C  -1.755  3.164  -0.988
C  -2.098  0.883  -2.118
C  -3.116  -0.051  -2.508
C  -2.972  -0.781  -3.793
C  -4.259  -0.197  -1.722
H  -5.316  0.265  1.397
H  -6.240  -0.426  0.034
H  -6.112  1.320  0.252
H  -3.463  1.950  0.784
H  -0.833  3.237  -1.557
H  -1.581  3.483  0.039
H  -2.482  3.852  -1.430
H  -1.340  1.136  -2.852
H  -1.929  -0.982  -4.035
H  -3.359  -0.134  -4.590
H  -3.554  -1.700  -3.815
H  -5.066  -0.834  -2.061
C  -2.049  0.768  3.267
Se  -0.779  -0.332  2.291
C  0.825  0.697  2.787
C  2.036  -0.117  3.213
Se  2.923  -1.156  1.811
C  4.746  -0.721  2.245
H  -1.914  1.810  2.993
H  -1.876  0.612  4.330
H  -3.046  0.425  3.005
H  0.496  1.278  3.649
H  1.048  1.390  1.981
H  1.790  -0.843  3.991
H  2.790  0.562  3.611
H  5.385  -1.408  1.697
H  4.883  -0.838  3.319
H  4.930  0.311  1.938
C  6.827  1.201  -0.947
C  5.354  1.006  -0.808
C  4.741  -0.182  -1.202
C  3.372  -0.369  -1.124
C  2.809  -1.637  -1.706
C  2.573  0.689  -0.566
C  3.174  1.936  -0.216
C  2.415  3.160  0.224
C  4.546  2.046  -0.326
C  1.126  0.500  -0.440
O  0.291  1.452  -0.217
O  0.568  -0.654  -0.459
H  7.347  0.265  -1.138
H  7.248  1.674  -0.059
H  7.026  1.875  -1.785
H  5.349  -0.968  -1.632
H  3.594  -2.170  -2.236
H  2.005  -1.425  -2.410
H  2.398  -2.302  -0.946
H  1.775  2.996  1.089
H  1.772  3.520  -0.579
H  3.116  3.953  0.472
H  5.015  2.984  -0.056
C  -2.584  -3.946  -0.549
C  -3.008  -3.694  0.898
C  -3.290  -2.206  0.903
O  -2.371  -1.647  -0.106
C  -1.714  -2.746  -0.839
H  -3.450  -3.967  -1.211
H  -2.037  -4.879  -0.672
H  -2.197  -3.936  1.586
H  -3.886  -4.266  1.190
H  -4.302  -1.978  0.575
H  -3.095  -1.720  1.857
H  -0.704  -2.858  -0.444
H  -1.669  -2.448  -1.885

***

Version b
The following is a quantum chemistry calculation of C27H41IrO3Se2 as an isolated structure, from the Open Molecules 2025 dataset.

Results
**LUMO (spin up / spin down)**: -10.42 / -11.39 eV
**HOMO (spin up / spin down)**: -16.168 / -16.153 eV
**⟨S²⟩**: 0.7546
**2S+1**: 2
**Net charge**: +3

Atoms and positions in Å:
Ir  0.656  -1.582  -0.016
C  -0.105  -1.380  3.631
C  0.252  -2.214  2.445
C  -0.698  -3.011  1.792
C  -0.337  -3.803  0.692
C  -1.283  -4.766  0.057
C  1.018  -3.783  0.237
C  2.040  -3.112  0.925
C  3.490  -3.295  0.604
C  1.585  -2.254  1.967
H  -0.952  -0.728  3.413
H  0.733  -0.782  3.979
H  -0.411  -2.039  4.448
H  -1.714  -3.044  2.168
H  -1.123  -4.847  -1.018
H  -2.323  -4.540  0.278
H  -1.070  -5.760  0.465
H  1.276  -4.404  -0.614
H  3.655  -3.430  -0.464
H  3.850  -4.194  1.110
H  4.086  -2.457  0.962
H  2.320  -1.634  2.465
C  -4.727  -0.690  -0.967
Se  -3.308  -1.948  -0.602
C  -2.730  -2.344  -2.433
C  -1.485  -1.623  -2.916
Se  0.237  -2.376  -2.361
C  1.313  -1.175  -3.446
H  -5.530  -1.242  -1.454
H  -4.345  0.105  -1.603
H  -5.057  -0.301  -0.008
H  -3.566  -2.067  -3.074
H  -2.637  -3.430  -2.474
H  -1.464  -0.571  -2.653
H  -1.445  -1.716  -4.004
H  1.159  -1.444  -4.489
H  2.352  -1.334  -3.170
H  0.995  -0.155  -3.240
C  -0.680  6.413  0.379
C  -0.796  4.925  0.271
C  -0.546  4.267  -0.930
C  -0.661  2.893  -1.059
C  -0.409  2.315  -2.429
C  -1.079  2.140  0.067
C  -1.365  2.791  1.292
C  -1.808  2.081  2.543
C  -1.189  4.163  1.367
C  -1.229  0.675  -0.016
O  -2.102  0.100  0.658
O  -0.397  -0.019  -0.775
H  -0.120  6.836  -0.453
H  -0.199  6.704  1.312
H  -1.675  6.863  0.375
H  -0.265  4.852  -1.798
H  -0.347  3.118  -3.161
H  -1.210  1.646  -2.746
H  0.524  1.757  -2.461
H  -1.268  1.148  2.706
H  -2.870  1.834  2.500
H  -1.650  2.723  3.406
H  -1.380  4.661  2.310
C  2.829  2.082  0.907
C  3.923  1.314  0.158
C  3.149  0.241  -0.579
O  1.967  0.002  0.274
C  1.913  0.979  1.381
H  2.289  2.755  0.241
H  3.222  2.659  1.742
H  4.631  0.872  0.859
H  4.480  1.944  -0.532
H  3.673  -0.707  -0.688
H  2.777  0.578  -1.543
H  2.287  0.490  2.282
H  0.873  1.277  1.504

***

version a takes first place; second place is 1.576 eV up.

***

Version a
The following is a quantum chemistry calculation of a 2-piece molecular cluster, C4H13NO2S overall, from the Open Molecules 2025 dataset.

Results
**LUMO (spin up / spin down)**: -2.96 / -8.77 eV
**HOMO (spin up / spin down)**: -14.316 / -12.917 eV
**⟨S²⟩**: 0.7577
**2S+1**: 2
**Net charge**: +1

Atoms and positions in Å:
C  0.869  -0.066  -0.374
N  0.285  0.064  1.047
C  1.238  1.036  1.937
O  0.425  2.072  2.393
C  -0.133  -0.629  -1.312
C  -0.649  -2.034  -0.987
S  -2.261  -2.447  -0.167
H  1.632  -0.806  -0.308
H  1.223  0.906  -0.830
H  -0.598  0.478  0.899
H  1.793  0.457  2.707
H  1.971  1.480  1.302
H  -0.013  1.652  3.167
H  -1.037  -0.002  -1.562
H  0.327  -0.714  -2.313
H  -0.482  -2.816  -1.851
H  0.046  -2.468  -0.250
H  -1.843  -2.402  1.111
H  -0.776  2.082  -0.779
H  -1.467  1.989  -2.137
O  -0.548  2.169  -1.693

***

Version b
The following is a quantum chemistry calculation of a 2-piece molecular cluster, C4H13NO2S overall, from the Open Molecules 2025 dataset.

Results
**LUMO (spin up / spin down)**: -3.34 / -8.35 eV
**HOMO (spin up / spin down)**: -13.821 / -13.407 eV
**⟨S²⟩**: 0.7569
**2S+1**: 2
**Net charge**: +1

Atoms and positions in Å:
C  1.865  -1.746  -0.618
N  1.621  -0.608  0.186
C  0.448  0.246  0.025
C  0.206  0.816  -1.370
S  -0.693  2.314  -1.450
C  -0.912  -0.519  0.379
O  -1.684  0.212  1.336
H  2.075  -1.529  -1.803
H  2.752  -2.224  -0.273
H  1.003  -2.379  -0.842
H  2.469  -0.203  0.567
H  0.633  0.791  1.041
H  -0.181  0.093  -2.173
H  1.191  0.974  -1.776
H  -1.892  1.799  -0.968
H  -1.565  -0.428  -0.462
H  -0.753  -1.543  0.642
H  -1.107  0.432  2.132
H  -0.603  -1.575  2.610
H  0.513  -2.255  1.790
O  -0.078  -2.375  2.536

***

version b takes first place; second place is 0.078 eV up.